# C11H10ClIrNS

A molecular structure, C11H10ClIrNS at a distorted geometry (wB97M-V/def2-TZVPD, the Open Molecules 2025 dataset).

Properties
2S+1   5
Strongest force on any atom   7.5 eV Å⁻¹
Charge   -1
Expectation value of S²   6.027
E_HOMO (spin up / spin down)   -1.121 / -4.009 eV
ΔE to the lowest compared entry with this formula, charge and spin   2.011 eV
Total energy   -1442.41684 a.u.
Orbital gap (spin up / spin down)   0.14726 / 0.21988 hartree

Each line ends with the Mulliken charge.
Positions of all 25 atoms, in Å:
1 C -0.7176 1.6546 1.5225  -1.061
2 C -1.2656 1.2035 0.2740  -0.259
3 C -0.2696 1.5676 -0.7839  -0.465
4 H -2.3033 0.9292 0.0690  0.508
5 C 0.8791 2.1396 -0.0936  -0.866
6 C 0.5664 2.2082 1.2840  -0.049
7 H 1.1954 2.6988 2.0383  0.472
8 H -1.2559 1.5911 2.4710  0.305
9 H -0.5310 1.6748 -1.8338  0.754
10 H 1.7841 2.4939 -0.5914  0.338
11 Ir 0.0751 -0.3701 -0.2061  0.830
12 Cl 2.3589 -1.6217 0.3613  -0.490
13 C -0.0125 -2.4975 -0.6569  -0.330
14 C 0.7173 -1.7666 -1.6863  -0.630
15 C -0.1487 -0.7726 -2.2323  -0.365
16 H 1.7481 -1.9117 -1.9592  0.401
17 C -1.4031 -0.8770 -1.5411  -0.636
18 C -1.3229 -1.9403 -0.5686  -0.656
19 H -2.1089 -2.2122 0.1315  0.330
20 H 0.3700 -3.3012 -0.0480  0.401
21 H 0.1496 -0.0437 -2.9814  0.506
22 H -2.2719 -0.2443 -1.7023  0.647
23 S 1.9586 0.0465 4.1592  -0.547
24 C 1.2376 -0.2146 2.7786  0.573
25 N 0.5708 -0.4341 1.7955  -0.710

Cartesian forces (eV/Å) of the 6 atoms listed first:
-1.160 0.659 -0.279
0.027 1.846 -0.574
-1.331 0.881 0.795
0.413 0.358 0.338
-0.689 0.988 1.071
1.016 1.212 -1.037